Record 1
An isolated ion of composition C4H12N3S and charge +1. Source: OMol25; level of theory: ωB97M-V with the def2-TZVPD basis set.

For the highest occupied orbital energy (spin up / spin down), the calculation gives -10.86 / -10.86 eV. The LUMO energy (spin up / spin down) comes out at -3.19 / -3.19 eV. The value obtained for the strongest force on any atom is 5.031 eV/A. As for the orbital gap (spin up / spin down): 7.673 / 7.674 eV.

Structure (ORCA input):
```
! wB97M-V def2-TZVPD RIJCOSX def2/J DEFGRID3
* xyz 1 1
C -0.908 -1.744 0.218
C 0.353 -1.613 -0.551
C -0.832 0.621 0.311
C -1.293 1.974 -0.043
N 2.346 -0.250 0.159
N 3.266 0.681 0.252
N -1.706 -0.428 -0.118
S 0.961 0.127 -0.608
H -1.383 -2.620 -0.073
H -0.818 -1.591 1.329
H 1.351 -2.076 -0.047
H 0.215 -1.876 -1.579
H -0.652 0.538 1.470
H -1.452 2.256 -1.131
H -0.623 2.805 0.231
H -2.174 2.359 0.606
H 3.737 1.280 -0.453
H 4.043 0.388 0.897
H -1.835 -0.419 -1.146
H -2.596 -0.413 0.275
*
```

=====

Record 2
An isolated ion of composition C3H10N3O and charge +1. Source: OMol25; level of theory: ωB97M-V with the def2-TZVPD basis set.

For the highest occupied orbital energy, the calculation gives -13.37 eV. The LUMO energy comes out at -3.32 eV. The SMILES is C[C@@H](N)/[N+](N)=C\O. The value obtained for the strongest force on any atom is 3.734 eV/A. As for the orbital gap: 10.050 eV.

Structure (ORCA input):
```
! wB97M-V def2-TZVPD RIJCOSX def2/J DEFGRID3
* xyz 1 1
C -1.874 -0.241 0.232
C 1.652 0.206 0.769
C 0.736 -0.103 -0.434
N 0.687 -1.507 -0.758
N -0.834 0.542 0.069
N -0.909 1.871 -0.060
O -1.847 -1.580 0.186
H -2.936 0.198 0.194
H 1.625 -0.662 1.439
H 1.244 1.021 1.343
H 2.580 0.567 0.567
H 0.903 0.537 -1.442
H 0.636 -1.637 -1.791
H -0.953 -1.906 0.025
H -1.810 2.394 -0.083
H -0.102 2.499 -0.073
H 1.201 -2.200 -0.183
*
```

=====

Record 3
A 2-piece molecular cluster, C11H19N2O overall. Source: OMol25; level of theory: ωB97M-V with the def2-TZVPD basis set.

For the highest occupied orbital energy, the calculation gives -12.41 eV. The LUMO energy comes out at -4.66 eV. The value obtained for the strongest force on any atom is 2.132 eV/A. As for the orbital gap: 7.742 eV.

Structure (ORCA input):
```
! wB97M-V def2-TZVPD RIJCOSX def2/J DEFGRID3
* xyz 1 1
C 4.709 -2.089 -0.654
C 0.027 1.078 1.865
C 0.050 2.536 1.546
C 3.048 -0.704 -2.046
C 2.958 -0.196 -0.647
C -0.025 1.514 0.426
C -2.870 -0.308 -1.495
C -1.422 2.407 -1.480
C -1.502 -0.057 -0.873
C 1.135 1.392 -0.415
C -1.340 1.377 -0.354
N 1.550 1.816 -1.430
N 3.852 -1.247 -1.026
O 2.281 1.940 -2.367
H 5.038 -2.115 0.380
H 5.133 -2.804 -1.349
H 0.930 0.626 2.247
H -0.877 0.664 2.285
H -0.836 3.125 1.726
H 0.970 3.083 1.681
H 2.266 -1.337 -2.448
H 3.529 -0.080 -2.791
H 3.466 0.719 -0.367
H -2.985 -1.362 -1.736
H -2.994 0.263 -2.410
H -3.661 -0.029 -0.803
H -2.438 2.479 -1.852
H -0.778 2.134 -2.312
H -1.124 3.390 -1.120
H -1.358 -0.749 -0.039
H -0.725 -0.260 -1.617
H 2.162 -0.511 0.012
H -2.144 1.580 0.358
*
```

=====

Record 4
C4H7NOS as an isolated structure. Source: OMol25; level of theory: ωB97M-V with the def2-TZVPD basis set.

For the highest occupied orbital energy, the calculation gives -9.32 eV. The LUMO energy comes out at 0.18 eV. The value obtained for the strongest force on any atom is 7.522 eV/A. As for the orbital gap: 9.498 eV.

Structure (ORCA input):
```
! wB97M-V def2-TZVPD RIJCOSX def2/J DEFGRID3
* xyz 0 1
C 1.706 -0.276 -0.064
C 0.359 0.278 -0.035
C -0.008 1.252 -0.833
C -0.648 0.103 1.042
H 0.743 -1.939 -0.727
H 2.381 0.094 -0.753
H 2.287 -0.117 0.953
H 0.829 1.613 -1.436
H -0.835 1.982 -0.769
H -0.304 0.719 2.203
H -3.892 -1.059 0.166
N -1.850 -0.197 0.975
O 1.870 -1.694 -0.167
S -2.639 -0.759 -0.554
*
```

=====

Record 5
A 2-piece molecular cluster, C2H9N6 overall. Source: OMol25; level of theory: ωB97M-V with the def2-TZVPD basis set.

For the highest occupied orbital energy, the calculation gives -13.84 eV. The LUMO energy comes out at -4.92 eV. The value obtained for the strongest force on any atom is 5.432 eV/A. As for the orbital gap: 8.918 eV.

Structure (ORCA input):
```
! wB97M-V def2-TZVPD RIJCOSX def2/J DEFGRID3
* xyz 1 1
C 1.626 -0.541 0.172
C 1.034 0.308 1.323
N 0.566 -1.138 -0.413
N -0.378 0.212 1.015
N 2.914 -0.546 -0.285
N -2.279 1.519 -1.182
N -1.670 -1.108 -0.165
N -0.493 -0.669 0.134
H 1.039 -0.481 2.227
H 1.387 1.313 1.581
H 3.712 -0.189 0.264
H 3.105 -1.465 -0.755
H -2.882 1.526 -0.372
H -2.332 2.384 -1.629
H -1.573 -2.063 -0.637
H -2.452 -0.535 -0.462
H -1.326 1.473 -0.816
*
```

=====

Record 6
C13H24AlNO4 as an isolated structure. Source: OMol25; level of theory: ωB97M-V with the def2-TZVPD basis set.

For the highest occupied orbital energy, the calculation gives -16.68 eV. The LUMO energy comes out at -10.37 eV. The value obtained for the strongest force on any atom is 7.984 eV/A. As for the orbital gap: 6.302 eV.

Structure (ORCA input):
```
! wB97M-V def2-TZVPD RIJCOSX def2/J DEFGRID3
* xyz 2 1
Al -4.375 1.671 0.431
C 0.927 3.386 0.664
C 0.989 1.845 0.597
C 2.203 1.426 1.452
C 2.251 -0.073 1.870
C 1.061 -0.324 2.685
C -0.241 -0.033 1.840
N -0.275 1.290 1.199
O -1.416 1.613 0.573
C -1.251 0.033 3.025
C -0.616 -1.229 0.963
C 1.189 1.358 -0.887
H 0.794 3.633 1.716
H 0.093 3.760 0.068
H 1.765 3.902 0.199
H 2.252 2.060 2.338
H 3.129 1.667 0.930
H 3.135 -0.294 2.469
H 2.202 -0.812 1.067
H 1.111 0.435 3.470
H 1.100 -1.251 3.256
H -1.130 0.869 3.714
H -1.327 -0.879 3.616
H -2.242 0.113 2.571
H -0.480 -1.106 -0.114
H -1.695 -1.366 1.024
H -0.008 -2.109 1.163
H 0.497 1.859 -1.564
H 1.249 0.289 -1.078
H 2.108 1.793 -1.285
C 0.675 -1.687 -3.003
C -0.815 -1.687 -3.469
C -1.807 -2.787 -3.112
O -2.802 -2.172 -2.320
C -2.524 -0.938 -2.140
O -3.075 -0.154 -1.371
O -1.433 -0.573 -2.833
H 0.702 -1.962 -1.947
H 1.136 -0.727 -3.228
H 1.276 -2.455 -3.491
H -0.747 -1.633 -4.556
H -1.300 -3.542 -2.511
H -2.287 -3.210 -3.992
*
```

=====

Across the entries above, relative energy (zero: lowest compared OMol25 entry of this formula, charge and spin) takes the values 487.0, 403.7, 699.5, 522.9, 120.8, 0.0 kJ/mol, respectively.